Model a:
27
Properties=species:S:1:pos:R:3 method="wB97M-V/def2-TZVPD" gap_ev="9.32 / 6.55" homo_ev="-12.99 / -13.52" charge=+1 spin_multiplicity=2
C 0.1336 -0.2064 -2.6048
C 1.6438 -0.1321 -2.4623
H -0.3908 0.3795 -1.8359
H -0.2078 0.2213 -3.5515
H -0.2908 -1.2152 -2.5393
H 1.9380 -0.1001 -1.4047
H 2.0996 0.6817 -3.0025
H 2.0641 -1.1088 -2.7240
C 0.5389 2.4023 2.0989
C 1.5002 -0.0004 2.0164
C 0.5400 0.9794 1.7670
C -0.0426 -0.9948 0.8039
C -0.5006 0.2965 1.0486
C -0.7547 -1.9424 0.1008
C -1.7158 0.7039 0.5188
C -2.1063 -1.5976 -0.1576
C -2.5792 -0.3237 0.0923
N 1.2096 -1.1149 1.4121
H 2.3040 0.1233 2.7123
H 1.6430 -1.9844 1.6830
H 1.0910 3.1639 1.5184
H 0.8998 2.5668 3.1249
H -0.2432 -2.8444 -0.2395
H -2.0368 1.7487 0.4702
H -2.6944 -2.3303 -0.6776
H -3.5738 -0.1674 -0.2724
H -0.4686 2.7957 2.1044

***

Model b:
27
Properties=species:S:1:pos:R:3 method="wB97M-V/def2-TZVPD" gap_ev="9.81 / 6.08" homo_ev="-13.23 / -13.33" charge=+1 spin_multiplicity=2
C 2.0907 2.7873 -3.2313
C 2.9881 2.7539 -1.9583
H 2.6881 2.2449 -4.0424
H 1.0461 2.3799 -3.0118
H 1.9126 3.8113 -3.4344
H 3.5611 1.8786 -1.8978
H 2.3104 2.7343 -1.1307
H 3.4732 3.7403 -1.8997
C -2.5451 -2.4649 1.9670
C 0.2497 -0.7733 0.1402
C -0.9570 -0.6938 0.8589
C -1.3946 -2.0169 1.1171
C -0.3924 -2.8340 0.7020
C 0.1732 1.6614 -0.0353
C 0.8140 0.4597 -0.3756
C -1.0731 1.6958 0.7830
C -1.5905 0.4895 1.1225
N 0.5888 -2.1433 0.0846
H 0.6137 2.5410 -0.3402
H 1.6286 0.5080 -1.0869
H -1.5768 2.5240 0.9600
H -2.4823 0.5249 1.8307
H 1.4085 -2.5955 -0.3915
H -0.3005 -3.8708 0.7850
H -2.5591 -3.6076 1.9935
H -3.6354 -2.2791 1.5711
H -2.3871 -1.9190 2.9615

***

Model c:
27
Properties=species:S:1:pos:R:3 method="wB97M-V/def2-TZVPD" gap_ev="9.37 / 6.11" homo_ev="-13.09 / -13.16" charge=+1 spin_multiplicity=2
C -0.1572 0.3045 3.5178
C 1.1131 -0.3243 0.1351
C 0.1258 -0.6008 1.1120
C 0.5711 0.1277 2.2803
C 1.7442 0.8404 1.8549
C 0.0570 -1.8514 -1.2943
C 1.2048 -1.2108 -0.9583
C -1.0985 -1.8809 -0.4609
C -0.9856 -1.4057 0.8298
N 1.9900 0.6272 0.5387
H -0.1180 -2.3146 -2.2617
H 2.1012 -1.1771 -1.5849
H -2.0192 -2.1626 -0.9400
H -1.7981 -1.5836 1.5223
H 2.9120 0.8364 0.1820
H 2.3415 1.5913 2.3663
H -0.9936 1.0103 3.3283
H 0.4540 0.8008 4.2771
H -0.6808 -0.5839 3.8453
C -2.3238 2.3871 -3.3925
C -1.1261 1.5620 -2.9086
H -3.0859 1.7943 -3.8798
H -2.5632 3.1003 -2.6137
H -1.9303 3.0363 -4.1802
H -0.4673 1.0433 -3.6246
H -1.4924 0.5997 -2.4774
H -0.4625 2.0782 -2.1877

***

Which structure loses on stability? model b does.

***

Model a:
24
Properties=species:S:1:pos:R:3 method="wB97M-V/def2-TZVPD" gap_ev=10.17 homo_ev=-13.69 charge=+1
C -0.9379 -1.0591 -1.8781
C -0.1897 0.2609 -1.3830
C -0.4397 1.4847 -2.3087
O -0.5232 0.5831 -0.0772
C 0.3120 -0.1205 1.2326
C 0.3183 -1.6920 1.3899
C 1.6650 0.6200 1.1220
N -0.6830 0.4897 2.2287
H -0.7129 -1.2829 -2.9973
H -0.5167 -1.8564 -1.2323
H -2.0567 -0.9227 -1.7234
H 0.9907 -0.0327 -1.3813
H 0.1544 2.3467 -1.9583
H -1.4953 1.8155 -2.5214
H -0.0006 1.1112 -3.3233
H 0.9873 -2.1861 0.7131
H 0.7291 -1.7914 2.3651
H -0.6510 -2.0894 1.4080
H 1.4418 1.5813 0.8598
H 2.2441 0.5035 2.0495
H 2.0097 0.1982 0.1371
H -0.3430 1.4011 2.7811
H -0.9080 -0.1215 2.9951
H -1.3947 0.7584 1.5023

***

Model b:
24
Properties=species:S:1:pos:R:3 method="wB97M-V/def2-TZVPD" gap_ev=11.05 homo_ev=-14.11 charge=+1
O 0.0313 -2.3305 0.2648
C 0.2096 -2.4458 -0.9372
C -0.1497 -1.3895 -1.9207
C 1.0288 -1.1193 -2.8848
H 0.6416 -3.3939 -1.2794
H -0.4552 -0.4867 -1.3958
H -1.0210 -1.7574 -2.4717
H 1.8006 -0.5088 -2.4180
H 0.6599 -0.5622 -3.7399
H 1.5124 -2.0561 -3.1521
C -0.3254 0.5840 1.9195
C -0.2495 1.7590 0.9473
C -1.5324 2.5674 0.9807
N 0.8856 -0.2800 1.8317
H -0.4407 0.9383 2.9424
H -1.1942 -0.0351 1.6972
H -0.0311 1.3764 -0.0512
H 0.6039 2.3737 1.2470
H -2.4088 1.9454 0.8085
H -1.6310 3.0620 1.9456
H -1.5401 3.3121 0.1890
H 0.7790 -1.0813 1.1724
H 1.7230 0.2398 1.5709
H 1.1032 -0.7115 2.7337

***

Which structure loses on stability? model a does.

***

Model a:
16
Properties=species:S:1:pos:R:3 method="wB97M-V/def2-TZVPD" gap_ev="2.73 / 11.89" homo_ev="1.58 / -7.42" charge=-1 spin_multiplicity=2
C 1.3534 -1.2427 -1.8650
C 1.5716 0.1792 -1.3479
H 2.3333 -1.7071 -1.8479
H 0.6730 -1.8332 -1.2252
H 0.8047 -1.2947 -2.8078
H 2.5761 0.5517 -1.4330
H 1.4251 0.2385 -0.2677
H 1.0732 1.1012 -1.6813
C -2.1870 0.8558 1.5873
C -0.7535 0.2001 1.5678
H -2.1038 1.9303 1.5818
H -2.8923 0.4121 0.8767
H -2.7065 0.4325 2.4273
H -0.6269 -0.8566 1.4829
H -0.3186 0.5909 2.4865
H -0.2241 0.6179 0.7008

***

Model b:
16
Properties=species:S:1:pos:R:3 method="wB97M-V/def2-TZVPD" gap_ev="2.69 / 11.43" homo_ev="1.48 / -7.17" charge=-1 spin_multiplicity=2
C -1.6211 0.5855 -1.2493
C -1.3704 0.9460 -2.6867
H -2.7054 1.0072 -1.1204
H -1.5253 -0.4725 -1.2498
H -1.0446 1.2472 -0.5467
H -1.2370 1.9958 -2.9524
H -2.1282 0.3412 -3.3870
H -0.3518 0.5625 -2.8805
C 1.0192 -1.1718 1.5282
C 1.9207 -0.3589 2.4506
H 0.3741 -1.8600 2.1019
H 0.3936 -0.5485 0.7594
H 1.5954 -1.9222 0.9569
H 3.0003 -0.6492 2.3600
H 1.9996 0.8515 2.5047
H 1.6810 -0.5536 3.4110

***

Model c:
16
Properties=species:S:1:pos:R:3 method="wB97M-V/def2-TZVPD" gap_ev="2.66 / 12.37" homo_ev="1.61 / -7.92" charge=-1 spin_multiplicity=2
C -0.3315 1.7547 0.0350
C -1.7125 1.9510 -0.5519
H 0.1447 0.7852 0.1036
H 0.3903 2.3414 -0.5483
H -0.2626 2.1915 1.0362
H -1.9774 3.0064 -0.4457
H -2.4930 1.3711 -0.0584
H -1.7752 1.7887 -1.6300
C 1.1197 -1.8110 0.9973
C 0.8951 -1.9655 -0.5075
H 1.4884 -0.8403 1.3265
H 0.1880 -1.9813 1.5448
H 1.8004 -2.5693 1.3905
H 0.8261 -1.0409 -1.0821
H -0.0520 -2.4730 -0.7011
H 1.7515 -2.5085 -0.9090

***

Which structure loses on stability? model b does.

***

Model a:
16
Properties=species:S:1:pos:R:3 method="wB97M-V/def2-TZVPD" gap_ev="2.73 / 11.96" homo_ev="1.56 / -7.60" charge=-1 spin_multiplicity=2
C 2.3955 -1.0693 -1.4072
C 0.9818 -0.8286 -0.8457
H 2.4920 -0.5729 -2.3737
H 3.1209 -0.5811 -0.7383
H 2.6863 -2.1113 -1.4408
H 0.2065 -1.4979 -1.2359
H 0.9877 -1.1030 0.2090
H 0.7978 0.2418 -0.9462
C -1.4489 1.5721 0.7762
C -1.9709 0.3104 1.4560
H -0.4394 1.7561 1.1356
H -1.3566 1.4376 -0.2941
H -2.0827 2.4660 0.8286
H -1.1765 -0.4065 1.6051
H -2.7654 -0.1403 0.8487
H -2.4282 0.5271 2.4229

***

Model b:
16
Properties=species:S:1:pos:R:3 method="wB97M-V/def2-TZVPD" gap_ev="2.77 / 11.91" homo_ev="1.57 / -7.35" charge=-1 spin_multiplicity=2
C -0.6300 1.4029 1.0248
C -1.0750 2.2515 -0.1860
H -1.6361 1.0987 1.3584
H 0.0667 0.4817 0.6741
H -0.2454 1.9447 1.9225
H -1.7806 2.9885 0.2453
H -0.2151 2.7472 -0.5346
H -1.6852 1.6912 -0.9313
C 1.5014 -1.5004 -0.0488
C 0.2555 -2.1943 -0.7856
H 2.1989 -2.2454 0.1932
H 1.9217 -0.6800 -0.7347
H 1.0618 -0.9474 0.8262
H -0.5797 -1.8660 -0.2880
H 0.3538 -3.2913 -0.8603
H 0.2279 -1.6800 -1.8968

***

Which structure loses on stability? model b does.

***

Model a:
12
Properties=species:S:1:pos:R:3 method="wB97M-V/def2-TZVPD" gap_ev=8.56 homo_ev=-8.34 charge=0
C 0.1128 1.4891 -0.3245
C -1.4121 -0.3252 -1.0271
C -0.1876 0.0286 -0.5211
C 0.2653 -1.2924 0.7029
N 0.9960 -1.2499 1.7324
O -2.4210 -0.8358 -1.2791
O 0.8632 -0.8382 -0.7413
H 1.7190 -0.5341 1.7115
H -0.5313 -2.0221 0.5839
H 0.1767 1.9917 -1.2921
H 1.0747 1.6057 0.1788
H -0.6558 1.9825 0.2756

***

Model b:
12
Properties=species:S:1:pos:R:3 method="wB97M-V/def2-TZVPD" gap_ev=9.08 homo_ev=-8.90 charge=0
N -0.2867 -1.3696 -0.4623
C 0.5282 -0.2324 -0.4257
C 1.0640 0.4054 -1.4727
C 0.8816 0.2150 0.9568
O 1.4866 1.2307 1.2096
C -2.2872 0.4633 1.4602
O -2.8484 1.3214 1.9431
H -0.6424 -1.5778 -1.3868
H -1.0500 -1.3245 0.2042
H 0.8575 0.1123 -2.4993
H 1.7487 1.2277 -1.2937
H 0.5481 -0.4715 1.7666

***

Model c:
12
Properties=species:S:1:pos:R:3 method="wB97M-V/def2-TZVPD" gap_ev=9.70 homo_ev=-9.14 charge=0
O -0.8663 0.0787 -2.3277
C -0.5545 0.4068 -1.0935
C 0.2643 -0.6535 -0.4827
C 1.3401 -0.0152 0.3804
N 0.2010 -0.6214 0.9715
C -0.7788 0.1766 1.5867
O -0.5328 1.0777 2.3461
H -1.3854 0.8248 -2.6618
H 0.4447 -1.6254 -0.9469
H 1.3846 1.0725 0.3856
H 2.2837 -0.5437 0.4775
H -1.8005 -0.1779 1.3647

***

Model d:
12
Properties=species:S:1:pos:R:3 method="wB97M-V/def2-TZVPD" gap_ev=9.79 homo_ev=-9.18 charge=0
C -1.4159 -0.4365 -0.9325
C -0.2623 0.0616 -0.1481
C 0.1285 1.2571 0.2748
O 1.3991 1.1992 0.8144
C 1.8211 -0.1105 0.7565
O 2.9248 -0.4552 1.0577
N 0.7233 -0.8947 0.2716
H -1.0462 -0.6843 -1.9330
H -1.8608 -1.3498 -0.5178
H -2.1838 0.3322 -1.0121
H -0.3614 2.2139 0.2883
H 0.1336 -1.1329 1.0803

***

Which structure loses on stability? model a does.